The following is a DFT calculation (ωB97M-V/def2-TZVPD) of the molecule C4H7N3.

Results
Relative energy (zero: lowest compared OMol25 entry of this formula, charge and spin) ... 49.3 kcal/mol

Last column: Mulliken charge in e.
Positions of all 14 atoms, in Å:
N: -2.0703 -0.6086 0.4176  -0.49
N: -1.3171 1.6157 0.0621  -0.63
N: 2.2808 -0.5974 0.9539  -0.50
C: 0.1091 -0.1896 -0.6199  -0.51
C: 1.2000 0.7817 -0.9514  -0.46
C: -1.1592 0.3507 -0.0008  0.58
C: 1.4669 -0.0718 -0.0149  0.09
H: 1.3932 1.6788 -1.5111  0.40
H: -0.0906 -1.0436 -1.2865  0.36
H: 3.2540 -0.3389 0.8527  0.26
H: -1.9398 -1.5478 0.0725  0.23
H: -2.2248 1.8545 0.4662  0.20
H: 2.1654 -1.5907 1.1025  0.25
H: -3.0399 -0.3267 0.4553  0.22